A structure of composition C12H15ClCuN3 in a non-equilibrium geometry. Source: OMol25; level of theory: ωB97M-V/def2-TZVPD.

Geometry as XYZ:
```
32
Properties=species:S:1:pos:R:3:mulliken_charge:R:1
Cu -2.9697 -2.6788 -0.8579 0.46
Cl -2.3467 -0.7337 -1.2182 -0.73
N -1.1668 -0.5909 1.3229 0.49
C -1.5065 -1.4352 2.3860 -0.36
C -0.5246 -1.3846 3.3044 -0.62
C 0.3984 -0.4608 2.8762 -0.90
C 0.0437 0.0910 1.6270 -0.12
H -1.7765 -0.4355 0.5328 0.10
H -2.4870 -1.8878 2.3817 0.43
H -0.5339 -1.9357 4.2332 0.44
H 1.3199 -0.2074 3.3792 0.45
H 0.5376 0.7558 0.9338 1.13
N -0.1030 3.2266 0.6890 0.06
C 0.8603 3.0345 -0.3109 -0.89
C 0.5119 1.8559 -0.8944 0.13
C -0.6756 1.3423 -0.2640 -1.07
C -0.9359 2.2117 0.7379 -0.16
H -0.0689 3.9872 1.3526 0.24
H 1.7468 3.6502 -0.2733 0.42
H 1.0423 1.4669 -1.7510 0.56
H -1.2951 0.5185 -0.5863 0.70
H -1.6431 2.2756 1.5517 0.45
N 0.1541 -1.4051 -1.7398 0.18
C 0.5603 -1.9243 -2.8742 -0.34
C 1.8357 -1.4780 -3.0722 -0.76
C 2.2194 -0.8441 -1.8594 -0.77
C 1.1236 -0.6280 -1.0834 -1.59
H -0.8080 -1.5231 -1.4558 0.51
H -0.0949 -2.4691 -3.5377 0.36
H 2.4969 -1.7562 -3.8796 0.43
H 3.1609 -0.4167 -1.5474 0.42
H 0.9242 -0.2211 -0.1030 1.36
```

Output
total charge: +1
energy above the lowest of the compared OMol25 structures with the same formula, charge and spin: 4.707 eV
2S+1: 2
<S²>: 0.77
gap between HOMO and LUMO (alpha / beta): 5.8 / 4.0 eV